(1)
Computed, not measured: a single C4H9N molecule at a distorted geometry, with ωB97M-V with the def2-TZVPD basis set.

Geometry as XYZ:
```
14
Properties=species:S:1:pos:R:3:forces:R:3
C 0.345019 1.084325 -1.655039 -0.36 -0.27 1.11
C 0.505702 -0.333643 -0.998416 -0.41 0.90 -2.60
C -0.449407 -0.521856 0.149870 3.54 0.10 0.63
C 0.116357 -0.316557 1.367493 -3.80 -0.39 -1.11
N -0.791290 -0.349200 2.473481 2.01 0.37 0.32
H 0.837227 1.062814 -2.613439 -0.07 0.29 -0.50
H 0.734977 1.937356 -1.067968 0.02 -0.60 -0.04
H -0.735911 1.250830 -1.720565 0.19 0.18 -0.52
H 0.298593 -0.981529 -1.888253 -0.17 -0.03 0.94
H 1.585878 -0.478932 -0.862639 -0.37 -0.20 0.89
H -1.474161 -0.823890 -0.023962 0.03 0.08 0.12
H 1.136333 0.018131 1.473326 0.06 -0.17 0.34
H -0.400721 -0.932617 3.204753 -0.60 0.06 0.17
H -1.708595 -0.615232 2.161357 -0.08 -0.32 0.24
```
Positions in Å, forces in eV/Å.

Calculated values
Orbital gap in eV: 9.3
Spin multiplicity: 1
E_HOMO in eV: -8.08
Total charge: 0

---

(2)
Computed, not measured: a single CHNO3S molecule at a distorted geometry, with ωB97M-V with the def2-TZVPD basis set.

Geometry as XYZ:
```
7
Properties=species:S:1:pos:R:3:forces:R:3
C 0.084425 -0.581823 0.318772 -0.45 -1.32 -4.74
N 0.090687 -0.058633 -1.339382 -1.01 0.75 -0.50
O -1.137914 -0.211962 2.539124 -0.27 -0.16 0.89
O 1.020798 0.098985 0.893461 0.76 0.44 0.58
O -0.411005 -0.132220 -2.528528 1.14 -0.78 3.95
S -0.654798 0.499007 1.396394 -0.74 1.10 0.46
H 1.007807 0.386646 -1.279841 0.57 -0.03 -0.64
```
Positions in Å, forces in eV/Å.

Calculated values
Orbital gap (spin up / spin down) in eV: 8.9 / 7.4
Spin multiplicity: 1
E_HOMO (spin up / spin down) in eV: -9.77 / -9.62
Total charge: 0

---

(3)
Computed, not measured: a molecular structure, C4H4EuLiO5 at a distorted geometry, with ωB97M-V with the def2-TZVPD basis set.

Geometry as XYZ:
```
15
Properties=species:S:1:pos:R:3:forces:R:3
O -1.975387 -0.565598 0.175723 -2.90 -1.86 -1.28
C -2.315756 0.385421 -0.622801 -1.83 0.57 0.17
O -3.413198 0.480647 -1.150451 0.29 -0.28 -0.06
O -1.331074 1.300623 -0.699000 0.63 -0.70 0.17
C -1.538787 2.726067 -0.649615 0.23 0.49 -0.43
C -0.628860 3.328402 0.395217 0.90 1.60 -0.17
H -2.587220 2.917478 -0.390948 0.19 0.01 -0.18
H -1.298925 3.095644 -1.653260 -0.19 0.10 0.33
H -0.896597 3.042033 1.420536 0.66 -0.66 -0.17
H -0.855664 4.400418 0.443595 -0.06 -0.15 -0.37
O 0.884058 3.434089 0.004779 -2.42 -0.81 0.69
O 1.290872 1.484581 0.952579 -0.18 0.65 0.40
C 1.747083 2.465295 0.306821 1.36 0.91 -0.71
Li -4.072751 -1.835333 -0.355007 0.56 1.04 -0.18
Eu -0.063008 -0.131047 0.962028 2.77 -0.91 1.79
```
Positions in Å, forces in eV/Å.

Calculated values
Orbital gap (spin up / spin down) in eV: 5.3 / 5.4
Spin multiplicity: 8
E_HOMO (spin up / spin down) in eV: -9.96 / -10.00
Total charge: +1

---

| no. | molar mass (g mol⁻¹) |
| --- | --- |
| 1 | 71.12 |
| 2 | 107.09 |
| 3 | 290.98 |